Record 1
The following is a DFT calculation (ωB97M-V/def2-TZVPD) of 4 unconnected molecules or ions with the total composition C4H13NO3 in a non-equilibrium geometry.

Summary:
Frontier orbital gap ... 0.14097 Eh

XYZ file:
```
21
Properties=species:S:1:pos:R:3:forces:R:3:lowdin_charge:R:1
C -0.364 1.259 -0.357 -2.3 1.9 -1.5 -0.28
N 0.683 0.468 0.017 0.9 -1.9 1.0 0.23
C 0.250 -0.775 0.478 -0.4 1.6 0.8 -0.26
C 0.576 -1.875 -0.575 0.6 -0.4 -1.3 0.01
C 3.422 3.266 -0.893 -0.4 0.0 -0.3 -0.05
O -0.228 2.427 -0.679 0.7 -0.7 0.5 0.14
H -1.383 0.831 -0.436 0.3 -0.4 0.3 0.14
H 0.800 -0.993 1.416 0.3 -0.4 -0.3 0.17
H -0.823 -0.840 0.631 0.0 0.1 0.0 0.05
H 0.415 -1.487 -1.584 -0.3 0.0 0.2 0.09
H -0.153 -2.655 -0.346 0.2 0.0 0.2 0.08
H 1.621 -2.181 -0.562 -0.1 -0.1 0.4 0.09
H 2.738 2.524 -0.481 0.4 -0.4 -0.2 -0.01
H 4.065 2.927 -1.703 -0.1 -0.6 0.1 0.01
H 2.761 3.998 -1.362 0.3 0.5 0.5 0.02
H 4.060 3.626 -0.090 -0.2 0.4 -0.1 0.01
H -3.487 -1.776 -0.132 -0.2 -0.1 -0.1 0.02
O -2.757 -1.265 0.215 0.2 0.1 0.4 -0.16
H -2.282 -1.908 0.936 -0.1 0.1 -0.5 -0.04
H -1.911 -3.242 2.250 0.3 0.0 0.1 -0.01
O -1.398 -2.774 1.579 -0.2 0.2 0.0 -0.25
```
Forces are in eV/Å.

---

Record 2
The following is a DFT calculation (ωB97M-V/def2-TZVPD) of 3 unconnected molecules or ions with the total composition C4H13NO3 in a non-equilibrium geometry.

Summary:
Structure (SMILES) ... CCCC(N)=O.O.O
Frontier orbital gap ... 0.38972 Eh

XYZ file:
```
21
Properties=species:S:1:pos:R:3:forces:R:3:lowdin_charge:R:1
C 2.722 0.486 1.705 2.3 -1.3 -4.4 -0.13
C 1.494 0.762 0.846 -0.3 -2.9 -3.6 -0.21
C 0.212 -0.222 1.129 2.3 3.3 -1.3 -0.09
C -0.827 0.169 0.104 -4.1 -0.3 3.2 -0.56
N -2.070 0.513 0.596 -2.0 0.6 -2.1 0.14
O -0.920 0.034 -1.077 2.9 -1.0 -2.9 0.01
H 3.756 0.662 1.100 -2.5 0.1 1.2 0.12
H 2.804 -0.586 1.842 -0.3 -0.3 0.2 0.06
H 2.850 0.927 2.605 -0.1 1.7 2.9 0.01
H 1.085 1.762 0.690 0.6 0.1 0.4 0.09
H 1.833 0.365 -0.323 -1.0 1.4 3.2 0.17
H 0.492 -1.192 0.888 0.6 -1.9 -0.4 0.09
H -0.033 -0.177 2.170 -0.8 0.2 0.4 0.11
H -2.449 0.627 1.487 0.2 0.0 1.8 0.07
H -2.840 0.537 -0.164 2.1 0.0 1.8 0.16
O -0.659 1.289 -3.412 -1.4 0.3 -0.5 -0.08
H -0.079 0.611 -3.750 0.1 -0.4 -0.1 0.02
H -1.577 0.953 -3.562 1.3 0.3 0.3 0.05
O -2.278 -2.448 -0.802 1.5 -2.1 -0.8 -0.15
H -1.648 -1.696 -1.002 -0.6 -1.5 -0.1 0.00
H -1.869 -3.377 -1.070 -1.0 3.4 0.7 0.10
```
Forces are in eV/Å.

---

Record 3
The following is a DFT calculation (ωB97M-V/def2-TZVPD) of 3 unconnected molecules or ions with the total composition C4H13NO3 in a non-equilibrium geometry.

Summary:
Structure (SMILES) ... C[C@@H](N)CC=O.O.O
Frontier orbital gap ... 0.35071 Eh

XYZ file:
```
21
Properties=species:S:1:pos:R:3:forces:R:3:lowdin_charge:R:1
C -2.155 0.397 -0.553 1.7 -3.5 0.9 -0.07
C -0.764 -0.011 0.029 -2.2 -1.2 0.6 -0.36
N -0.236 1.077 0.879 1.4 -2.0 -0.9 0.04
C -1.006 -1.495 0.841 0.8 5.5 -0.7 -0.06
C 0.311 -1.795 1.439 -1.5 -1.9 -0.1 -0.28
O 0.437 -2.638 2.282 0.7 -0.1 0.9 0.07
H -3.034 0.400 0.023 -0.6 0.5 2.0 0.06
H -2.435 -0.419 -1.174 0.0 -0.3 -1.7 0.07
H -1.981 1.295 -0.968 -0.1 3.0 -2.2 0.03
H -0.092 -0.254 -0.804 0.0 0.5 0.2 0.12
H 0.065 1.929 0.426 -0.2 -0.3 -0.3 0.09
H -0.839 1.261 1.622 -1.1 0.5 1.3 0.06
H -1.370 -2.239 0.190 -0.3 -0.8 -0.9 0.10
H -1.781 -1.129 1.489 -0.3 -0.7 1.0 0.10
H 1.111 -1.374 0.883 1.5 0.5 -0.2 0.09
O 1.993 1.257 -2.159 0.3 0.4 -0.5 -0.04
H 2.207 0.410 -2.545 -0.2 -0.6 -0.1 0.06
H 2.708 1.798 -2.516 -0.1 0.3 0.1 0.07
O 2.584 0.402 0.319 5.4 -1.2 -0.1 -0.01
H 1.842 0.354 0.804 -4.3 0.3 2.5 -0.09
H 2.433 0.773 -0.509 -0.8 1.1 -2.0 -0.06
```
Forces are in eV/Å.

---

Record 4
The following is a DFT calculation (ωB97M-V/def2-TZVPD) of 3 unconnected molecules or ions with the total composition C4H13NO3 in a non-equilibrium geometry.

Summary:
Structure (SMILES) ... CC(C)C(N)=O.O.O
Frontier orbital gap ... 0.37927 Eh

XYZ file:
```
21
Properties=species:S:1:pos:R:3:forces:R:3:lowdin_charge:R:1
C 2.144 1.772 -1.095 -2.5 -0.5 -1.2 -0.06
C 0.648 1.281 -0.788 2.3 -2.1 0.3 -0.24
C 0.088 0.068 -1.672 -0.2 0.8 0.2 -0.03
C 0.602 0.709 0.659 0.7 0.5 -1.6 -0.58
N 1.565 0.027 1.304 3.9 -1.4 -0.7 0.15
O -0.419 0.724 1.249 -4.2 0.5 1.4 0.05
H 2.113 2.010 -2.173 0.7 0.1 0.5 0.08
H 2.244 2.623 -0.488 0.2 1.7 0.4 0.05
H 3.013 1.198 -0.814 -0.2 -1.0 -0.3 0.06
H -0.015 2.134 -0.898 0.0 0.0 0.4 0.13
H 0.822 -0.695 -1.794 1.3 0.0 -1.0 0.06
H -0.434 0.352 -2.641 0.8 -0.3 1.3 0.11
H -0.540 -0.589 -1.071 -1.1 0.7 0.0 0.03
H 2.585 0.094 0.993 -2.3 -0.7 0.6 0.13
H 1.215 -0.803 1.848 0.9 1.7 -0.6 0.14
O -1.231 -3.119 -0.357 0.6 2.2 -1.0 -0.03
H -1.009 -2.292 0.116 -0.1 -0.4 -0.6 0.02
H -1.367 -3.684 0.361 -0.5 -1.8 1.6 0.01
O -2.809 -0.381 0.847 0.3 -1.1 -0.9 -0.07
H -2.946 -1.012 0.119 -0.6 0.2 0.3 0.03
H -1.844 -0.299 0.781 -0.2 0.9 0.6 -0.03
```
Forces are in eV/Å.

---

Record 5
The following is a DFT calculation (ωB97M-V/def2-TZVPD) of 2 unconnected molecules or ions with the total composition C4H13NO3 in a non-equilibrium geometry.

Summary:
Structure (SMILES) ... OCCCNCO.O
Frontier orbital gap ... 0.34714 Eh

XYZ file:
```
21
Properties=species:S:1:pos:R:3:forces:R:3:lowdin_charge:R:1
O -0.395 1.701 -3.257 -1.5 0.1 -0.8 -0.09
C -0.066 0.477 -2.665 0.7 0.1 2.7 -0.22
C 0.722 1.078 -1.356 -0.2 -3.1 -1.2 -0.16
C 1.352 0.051 -0.421 -0.4 0.7 2.0 -0.22
N 0.342 -0.598 0.559 7.2 -1.9 0.4 -0.03
C 0.947 -0.464 1.966 -3.7 0.1 -2.0 -0.26
O 0.486 0.805 2.327 0.8 2.2 0.8 -0.10
H 0.116 1.763 -4.051 0.2 0.3 -0.7 0.07
H 0.452 -0.193 -3.404 0.2 0.6 1.1 0.12
H -0.947 -0.155 -2.267 0.9 1.3 -0.8 0.13
H 1.389 1.861 -1.584 1.7 0.3 -1.4 0.09
H 0.078 1.759 -0.849 -1.6 -0.3 0.7 0.09
H 2.137 -0.618 -0.766 -1.2 -1.3 -1.5 0.10
H 2.207 0.550 0.110 -1.4 0.8 0.9 0.11
H -0.595 -0.416 0.513 -2.4 1.2 -0.3 0.05
H 0.351 -1.084 2.701 1.4 -0.1 -0.8 0.13
H 2.048 -0.585 1.923 -0.7 -0.2 0.2 0.12
H 0.611 1.431 1.573 0.1 -0.8 0.9 0.09
O -2.952 -2.663 2.509 -0.9 6.8 1.3 0.02
H -2.237 -2.214 2.057 0.1 0.1 -0.1 0.03
H -2.851 -3.507 2.352 0.8 -6.9 -1.3 -0.06
```
Forces are in eV/Å.

---

Record 6
The following is a DFT calculation (ωB97M-V/def2-TZVPD) of 3 unconnected molecules or ions with the total composition C4H13NO3 in a non-equilibrium geometry.

Summary:
Total charge ... +1
Frontier orbital gap (alpha / beta) ... 0.41152 / 0.23915 Eh
Spin multiplicity ... 2

XYZ file:
```
21
Properties=species:S:1:pos:R:3:forces:R:3:lowdin_charge:R:1
C 0.861 0.967 1.818 0.2 0.9 0.6 -0.17
N 0.068 0.209 0.906 0.1 -1.4 0.0 0.00
C 0.556 -1.042 0.362 -0.7 -0.4 -0.5 -0.17
C 2.032 -1.302 0.348 0.4 0.2 1.0 -0.05
C -1.344 0.429 0.841 -0.1 2.2 0.0 0.02
O 0.341 1.772 2.537 -0.1 -0.3 -0.4 0.19
H 1.936 0.773 1.826 -0.1 -0.3 -0.2 0.15
H -0.010 -1.828 0.896 0.1 0.1 0.2 0.18
H 0.091 -1.141 -0.631 0.1 0.2 -0.1 0.15
H 2.561 -0.535 -0.216 0.2 -0.3 -0.3 0.10
H 2.218 -2.322 0.020 0.0 0.2 -0.6 0.10
H 2.462 -1.319 1.356 -0.2 0.2 0.0 0.09
H -1.756 0.399 1.850 -0.2 -0.6 0.1 0.14
H -1.867 -0.086 0.042 0.2 -0.7 0.2 0.10
H -1.471 1.513 0.653 0.0 -0.1 0.0 0.14
H -0.531 1.699 -1.497 -0.5 0.2 0.2 0.00
H 0.913 1.378 -1.722 0.7 -0.1 0.0 0.02
O 0.161 1.779 -2.147 -0.1 -0.1 -0.2 -0.01
H -2.988 0.067 -2.262 0.1 -0.7 -0.3 0.06
H -1.685 -0.605 -2.677 0.1 0.0 -0.4 0.03
O -2.547 -0.805 -2.303 -0.1 0.8 0.6 -0.05
```
Forces are in eV/Å.

---

Record order is preserved below.
ΔE to the lowest compared entry with this formula, charge and spin: 795.4; 255.2; 283.5; 183.3; 430.5; 156.2 kJ/mol